Entry from the Open Molecules 2025 dataset: 16 unconnected molecules or ions with the total composition C28H66N10O38 in a non-equilibrium geometry (ωB97M-V with the def2-TZVPD basis set).

The geometry in XYZ format:
```
142
C28H66N10O38 (ωB97M-V with the def2-TZVPD basis set)
C 1.584 0.232 3.413
O 1.352 0.776 4.733
C 2.373 0.620 5.685
O 3.347 -0.061 5.482
O 2.110 1.394 6.687
C 2.790 1.298 7.900
H 1.261 0.993 2.703
H 1.012 -0.666 3.175
H 2.610 -0.078 3.215
H 3.047 0.272 8.162
H 2.107 1.714 8.641
H 3.774 1.763 7.955
C -3.406 0.073 1.714
O -2.622 -0.161 0.575
C -1.290 0.119 0.478
O -0.516 0.481 1.356
O -0.914 -0.240 -0.768
C 0.321 0.141 -1.303
H -3.142 1.066 2.077
H -3.288 -0.585 2.576
H -4.452 0.037 1.410
H 0.425 1.182 -0.998
H 0.313 0.116 -2.392
H 1.139 -0.445 -0.884
C 2.793 0.445 -4.765
O 2.080 1.296 -5.712
C 1.861 0.843 -6.960
O 2.076 -0.348 -7.313
O 1.411 1.794 -7.694
C 0.906 1.595 -8.976
H 3.684 -0.099 -5.080
H 2.042 -0.300 -4.502
H 3.025 0.995 -3.853
H 0.765 2.557 -9.468
H -0.104 1.184 -8.984
H 1.558 0.928 -9.539
C 2.485 -2.960 1.408
O 3.447 -2.348 2.181
C 4.716 -2.497 1.857
O 5.167 -3.081 0.806
O 5.432 -1.899 2.785
C 6.869 -2.125 2.803
H 1.814 -3.468 2.101
H 2.828 -3.529 0.544
H 1.896 -2.112 1.059
H 7.209 -2.768 1.992
H 7.062 -2.456 3.824
H 7.244 -1.112 2.657
C -5.293 -5.892 -1.567
O -3.949 -5.670 -1.133
C -3.503 -4.494 -0.670
O -4.035 -3.396 -0.766
O -2.387 -4.687 0.049
C -1.874 -3.716 0.872
H -6.071 -5.217 -1.211
H -5.626 -6.848 -1.163
H -5.399 -6.159 -2.619
H -1.574 -2.820 0.329
H -0.960 -3.995 1.396
H -2.654 -3.317 1.521
C 4.402 3.076 4.807
O 3.187 3.514 4.187
C 3.191 3.976 2.956
O 4.211 4.433 2.362
O 1.921 3.856 2.484
C 1.817 3.836 1.082
H 4.693 2.077 4.483
H 4.234 2.950 5.876
H 5.272 3.705 4.618
H 2.003 4.793 0.594
H 0.896 3.369 0.735
H 2.434 3.058 0.633
C -1.289 3.003 3.581
N -1.058 4.460 3.802
O -0.306 4.761 4.667
O -1.633 5.253 3.037
H -2.309 2.665 3.399
H -1.155 2.439 4.505
H -0.660 2.686 2.749
C 4.406 4.236 -1.607
N 3.983 2.863 -1.919
O 4.873 2.010 -2.197
O 2.807 2.591 -1.856
H 5.466 4.478 -1.692
H 4.127 4.174 -0.555
H 3.748 4.961 -2.086
C -1.399 -0.457 -7.244
N -1.517 -0.820 -5.841
O -2.051 -1.927 -5.677
O -1.130 -0.054 -4.986
H -1.382 0.630 -7.312
H -2.284 -0.853 -7.742
H -0.492 -0.999 -7.514
C -7.072 -2.011 0.134
N -6.529 -2.726 1.257
O -5.666 -2.233 1.979
O -7.079 -3.801 1.439
H -6.925 -1.003 0.523
H -8.132 -2.240 0.030
H -6.558 -2.125 -0.821
C 4.138 -3.376 -2.535
N 2.692 -3.627 -2.411
O 2.288 -4.795 -2.453
O 1.949 -2.636 -2.238
H 4.537 -4.275 -3.006
H 4.584 -3.293 -1.544
H 4.390 -2.469 -3.083
C 0.131 3.053 -4.136
N -1.176 3.573 -4.543
O -1.889 2.896 -5.311
O -1.494 4.745 -4.183
H 0.834 3.113 -4.967
H -0.003 2.090 -3.644
H 0.493 3.815 -3.445
C 6.082 0.321 0.256
N 4.583 0.332 0.306
O 4.016 -0.519 -0.393
O 4.026 1.111 1.122
H 6.329 1.143 0.928
H 6.456 0.327 -0.767
H 6.334 -0.627 0.730
C -8.039 0.675 2.770
N -8.479 1.744 1.821
O -8.702 1.438 0.660
O -8.571 2.919 2.216
H -8.770 -0.126 2.664
H -8.195 1.089 3.767
H -7.048 0.372 2.435
C -3.236 -0.215 -2.686
N -4.370 0.713 -2.502
O -4.297 1.742 -3.172
O -5.221 0.461 -1.616
H -2.384 0.396 -2.982
H -3.479 -0.968 -3.436
H -2.971 -0.761 -1.780
C -3.623 -2.383 4.936
N -2.305 -2.633 4.251
O -1.564 -1.639 4.128
O -2.068 -3.746 3.803
H -3.471 -2.514 6.007
H -4.412 -3.057 4.601
H -4.015 -1.381 4.761
```

The calculation puts the electronic energy at -122780.37234 eV. Its energy above the lowest of the compared OMol25 structures with the same formula, charge and spin is 0.000 eV. Its HOMO-LUMO gap is 9.901 eV.